Record 1
A cluster of 5 separate species, C39H74BrN5 in total in a non-equilibrium geometry. Source: OMol25; level of theory: ωB97M-V/def2-TZVPD.

molecular weight	692.96	u
charge	+3
electronic energy	-4377.30875	a.u.
spin multiplicity	2

```
119
Properties=species:S:1:pos:R:3:forces:R:3:lowdin_charge:R:1
C 0.234 4.753 3.660 -0.19 0.47 -1.17 -0.11
C 0.373 3.419 4.327 -0.26 -0.27 0.85 -0.24
C -0.949 2.602 4.185 0.67 0.55 1.18 -0.12
N -0.998 1.290 4.975 0.02 -1.95 -1.86 -0.24
C -2.273 0.518 4.507 0.46 -0.45 1.18 -0.07
C -2.552 -0.850 5.279 1.00 2.15 0.24 -0.14
C -2.500 -0.642 6.804 -0.50 0.77 -0.13 -0.17
C -1.265 0.167 7.283 0.50 -0.36 -0.77 -0.13
C -0.999 1.459 6.491 0.08 0.41 -0.66 -0.09
C 0.243 0.447 4.589 -0.42 -0.22 0.34 0.01
H -0.216 4.620 2.676 0.11 0.11 -0.30 0.06
H 1.225 5.186 3.526 -0.11 0.14 -0.01 0.09
H -0.398 5.477 4.175 0.06 -0.18 0.30 0.09
H 0.700 3.698 5.329 -0.51 -0.62 0.56 0.11
H 1.238 2.888 3.930 -0.32 -0.18 -0.44 0.10
H -1.098 2.449 3.116 0.11 -0.71 0.04 0.07
H -1.828 3.138 4.544 0.16 0.37 0.12 0.13
H -3.070 1.235 4.705 -0.18 -0.13 -0.08 0.13
H -2.174 0.347 3.435 0.12 0.14 0.03 0.10
H -3.568 -1.133 5.007 0.29 -0.43 -0.26 0.12
H -1.765 -1.563 5.034 -0.42 -0.28 -0.47 0.10
H -3.407 -0.117 7.102 -0.05 0.43 -0.03 0.12
H -2.670 -1.607 7.281 0.74 -0.03 0.20 0.12
H -1.345 0.458 8.331 -0.09 -0.08 -0.04 0.13
H -0.343 -0.406 7.186 -0.12 -0.42 0.26 0.11
H -1.710 2.226 6.801 -0.17 0.12 -0.53 0.14
H 0.003 1.880 6.568 -0.05 -0.16 1.09 0.12
H 0.333 0.226 3.525 -0.61 0.56 -0.20 0.04
H 0.168 -0.520 5.085 0.08 0.28 0.21 0.09
H 1.166 0.956 4.867 -0.32 0.03 0.31 0.10
C 5.353 3.351 -5.367 -1.13 0.37 -0.65 -0.09
C 4.225 3.243 -4.287 1.19 1.66 -1.37 -0.23
C 4.094 4.597 -3.490 0.22 -3.55 0.56 -0.07
N 3.010 4.426 -2.336 -0.05 1.01 -2.78 -0.24
C 3.192 5.647 -1.495 0.14 -1.03 1.28 -0.13
C 2.097 5.687 -0.467 0.17 1.42 0.84 -0.18
C 0.720 5.742 -1.102 -0.03 -0.68 1.07 -0.18
C 0.494 4.517 -1.968 -0.48 0.08 -0.82 -0.18
C 1.615 4.487 -3.045 -0.18 -0.50 1.53 -0.05
C 3.198 3.139 -1.548 -0.28 0.72 -0.16 0.02
H 6.370 3.635 -5.095 -0.06 -0.73 0.44 0.08
H 5.102 4.067 -6.149 -0.31 0.47 0.19 0.08
H 5.197 2.428 -5.925 1.10 -0.28 0.12 0.08
H 4.474 2.325 -3.754 -0.36 0.44 0.52 0.10
H 3.379 3.089 -4.957 -0.48 -0.18 0.59 0.10
H 3.936 5.421 -4.186 -0.69 0.05 0.45 0.14
H 5.057 4.735 -2.998 -0.16 0.25 0.28 0.13
H 3.266 6.543 -2.110 -0.13 -0.21 -0.13 0.15
H 4.130 5.456 -0.972 0.25 0.44 -0.18 0.14
H 2.271 6.546 0.180 -0.07 0.62 -0.38 0.13
H 2.239 4.942 0.315 -0.37 -0.78 -0.50 0.12
H 0.561 6.630 -1.713 0.28 0.17 0.04 0.13
H -0.010 5.784 -0.294 -0.19 -0.02 -0.10 0.12
H -0.491 4.678 -2.407 0.12 0.07 -0.85 0.11
H 0.287 3.584 -1.443 0.86 -0.11 0.39 0.06
H 1.531 5.433 -3.580 0.51 -0.07 -0.13 0.14
H 1.596 3.647 -3.740 -0.14 0.10 0.14 0.12
H 2.420 3.007 -0.796 -0.13 0.30 -0.15 0.02
H 4.146 3.237 -1.018 0.12 -0.29 -0.30 0.12
H 3.133 2.284 -2.221 0.27 0.28 0.11 0.10
C -2.033 -3.285 0.849 -0.70 -0.23 -0.47 -0.08
C -2.768 -1.943 0.656 0.62 -0.30 -0.16 -0.22
C -2.343 -1.174 -0.628 -0.23 0.48 1.62 -0.11
N -3.256 0.033 -0.932 -0.32 -0.67 0.24 -0.24
C -3.465 0.823 0.414 0.39 0.69 -1.82 -0.07
C -4.048 2.257 0.113 0.16 -0.37 1.03 -0.13
C -3.369 3.026 -1.026 -0.70 -0.30 -0.51 -0.17
C -3.374 2.151 -2.295 1.68 1.46 0.41 -0.17
C -2.631 0.862 -2.050 -0.82 -0.53 0.21 -0.12
C -4.624 -0.441 -1.404 0.60 0.29 0.45 0.04
H -2.516 -3.771 1.697 0.15 -0.22 -0.04 0.09
H -0.986 -3.136 1.111 -0.03 0.17 -0.08 0.05
H -2.072 -3.959 -0.007 -0.09 -0.02 -0.03 0.08
H -2.409 -1.499 1.585 -0.32 1.17 -0.26 0.09
H -3.854 -1.995 0.732 0.06 -0.59 -0.03 0.10
H -2.259 -1.824 -1.499 -0.26 0.17 -0.06 0.14
H -1.378 -0.750 -0.350 0.22 0.24 -0.57 0.07
H -2.482 0.863 0.883 0.16 0.24 -0.20 0.05
H -4.079 0.143 1.004 -0.28 0.56 0.00 0.11
H -3.932 2.855 1.017 0.14 -0.19 0.28 0.11
H -5.132 2.194 0.020 -0.02 -0.07 -0.49 0.12
H -2.389 3.413 -0.745 0.45 -0.79 0.04 0.10
H -3.852 3.973 -1.269 -0.70 -0.17 0.26 0.12
H -2.713 2.647 -3.005 -0.10 0.18 -0.33 0.12
H -4.339 2.125 -2.802 -0.06 -0.47 0.34 0.13
H -1.587 1.009 -1.774 -0.06 0.22 0.06 0.11
H -2.703 0.293 -2.977 0.23 -0.52 0.23 0.14
H -5.215 0.423 -1.707 0.09 -0.13 0.15 0.10
H -5.086 -0.926 -0.545 -0.16 -0.12 -0.41 0.10
H -4.502 -1.105 -2.260 0.03 -0.05 0.19 0.12
C 1.718 -2.048 0.335 -0.11 -1.06 -0.81 -0.01
N 1.703 -3.375 -0.384 -0.47 3.14 0.94 -0.13
C 1.522 -4.481 0.289 -1.19 -4.42 1.17 -0.07
C 1.510 -5.758 -0.292 -0.30 1.69 -0.42 0.02
C 1.589 -5.822 -1.706 0.07 -3.31 -2.36 -0.13
C 1.822 -4.611 -2.384 -0.20 2.25 0.16 -0.01
C 1.800 -3.403 -1.710 0.78 -1.28 -1.99 -0.06
C 1.379 -7.133 -2.532 0.41 4.09 2.74 -0.14
C 1.738 -7.203 -3.883 -0.10 -1.38 -0.36 0.00
C 1.444 -8.374 -4.551 0.73 1.30 -0.11 -0.02
N 0.924 -9.453 -3.947 0.17 0.09 2.56 -0.13
C 0.676 -9.443 -2.586 -0.30 2.79 0.46 0.02
C 0.773 -8.224 -1.899 0.52 -2.20 -0.90 0.01
C 0.811 -10.686 -4.651 -1.36 -0.60 -0.95 -0.01
H 2.766 -1.828 0.541 -0.25 0.24 0.37 0.11
H 1.077 -2.136 1.212 0.42 0.08 0.11 0.07
H 1.281 -1.279 -0.303 0.16 -0.06 0.00 0.02
H 1.112 -4.400 1.285 0.74 0.18 0.40 0.13
H 1.333 -6.685 0.232 -0.01 0.44 0.58 0.11
H 1.933 -4.470 -3.449 -0.11 -0.59 -0.12 0.11
H 1.902 -2.445 -2.197 0.08 -0.09 -0.14 0.13
H 2.367 -6.461 -4.351 -0.36 0.10 -0.19 0.12
H 1.683 -8.486 -5.599 0.00 -0.13 -0.05 0.14
H 0.304 -10.301 -2.045 0.05 -0.34 -0.60 0.14
H 0.518 -8.176 -0.851 -0.11 -0.20 -0.09 0.11
H 1.781 -11.052 -4.987 -0.25 -0.21 0.09 0.12
H 0.122 -10.475 -5.469 0.41 -0.28 -0.55 0.11
H 0.217 -11.369 -4.044 0.65 -0.29 0.08 0.11
Br 0.446 1.388 0.764 -0.28 -0.08 -0.06 -0.24
```
Positions in Å, forces in eV/Å.


Record 2
A cluster of 3 separate species, C39H76Cl2N2O4PS in total in a non-equilibrium geometry. Source: OMol25; level of theory: ωB97M-V/def2-TZVPD.

molecular weight	770.99	u
charge	+1
electronic energy	-3601.32358	a.u.

```
125
Properties=species:S:1:pos:R:3:forces:R:3:lowdin_charge:R:1
C -2.561 -1.540 5.717 0.60 0.51 -0.69 0.03
C -1.155 -1.779 5.599 -0.63 -1.07 -0.45 -0.10
C 0.034 -0.743 5.360 0.11 -0.60 -0.24 -0.27
C -0.132 0.205 6.623 0.35 0.73 1.99 -0.25
N -1.256 1.180 6.626 0.77 0.25 0.85 0.02
N 1.400 -1.366 5.639 1.92 -0.77 -2.22 -0.18
P 2.223 -1.741 7.164 -0.57 -2.28 2.68 0.41
S 1.168 -2.896 8.331 0.36 0.82 -0.65 0.20
C 2.101 -1.651 4.549 -0.96 0.40 0.20 -0.07
C 1.348 -1.299 3.098 2.31 -0.74 4.42 -0.15
C 2.680 -0.860 2.329 1.06 -0.49 0.93 -0.14
C 2.808 -0.141 0.966 1.33 0.91 -2.24 -0.19
C 1.847 -0.369 -0.279 0.27 1.59 -1.13 -0.20
C 0.631 0.714 -0.396 -0.06 -1.98 -1.04 -0.19
C -0.169 0.313 -1.761 -0.35 1.01 -0.07 -0.20
C -1.756 0.498 -1.598 -0.84 -0.01 0.07 -0.21
C -2.646 -0.657 -2.271 -0.93 0.85 -0.59 -0.22
C -2.104 -1.194 -3.686 -1.06 -1.20 0.36 -0.20
C -1.689 -2.747 -3.497 0.37 -0.54 -0.66 -0.26
C -0.318 -3.159 -4.237 -0.66 -0.13 0.44 -0.13
C 0.738 -2.800 2.872 -1.01 0.41 -0.79 -0.47
Cl 2.042 -4.099 3.252 -0.79 1.06 0.21 0.69
C 0.194 -3.211 1.438 0.35 -3.23 -0.04 -0.67
C 1.346 -3.895 0.496 -1.08 1.21 -1.51 -0.16
Cl -0.923 -2.074 0.568 0.91 -0.50 0.73 0.73
C 0.364 -0.190 3.838 -2.07 -1.57 0.56 -0.23
C 0.905 1.259 4.154 -0.52 1.08 -1.12 0.03
C 1.602 2.149 3.051 5.70 1.47 0.11 -0.31
O 2.849 2.354 3.141 -5.04 -1.36 -0.04 0.09
O 0.983 2.888 1.989 -0.47 0.55 2.09 0.01
C 0.960 4.293 2.264 0.15 3.25 1.58 -0.38
C 0.355 5.232 1.113 -0.15 -0.62 -0.67 0.02
O 1.330 4.835 3.322 -1.12 -2.88 -3.31 0.09
O -0.925 -0.466 3.265 0.66 2.31 -0.50 -0.15
C -1.632 0.627 2.669 -2.32 0.76 -1.53 -0.21
C -2.709 1.401 3.576 -0.45 1.10 -0.62 -0.19
C -2.374 3.003 3.600 -0.62 -0.32 0.56 -0.10
H -3.078 -1.552 6.741 0.48 -1.95 -1.71 0.09
H -3.250 -1.276 4.828 1.57 1.30 1.69 0.09
H -0.836 -2.892 5.642 -0.03 2.00 1.93 0.12
H -0.305 -0.483 7.538 0.52 0.71 -1.74 0.11
H 0.827 0.797 6.898 -1.15 -1.13 -0.84 0.12
H -1.767 1.081 7.527 0.35 -0.05 -1.06 0.10
H -0.822 2.120 6.714 -0.63 -0.76 -0.36 0.09
H 3.403 -2.507 6.809 -0.64 1.17 -0.52 0.02
H 2.686 -0.572 7.858 -0.19 -0.13 -1.10 0.01
H 3.150 -2.061 4.694 -1.42 0.63 -0.53 0.12
H 3.265 -0.221 3.106 -0.97 -0.78 -1.33 0.13
H 3.319 -1.830 2.288 -1.24 1.43 -0.04 0.12
H 2.935 1.011 1.012 -0.46 -1.92 0.50 0.12
H 3.858 -0.442 0.558 -1.66 0.32 0.96 0.13
H 2.484 -0.084 -1.210 -0.81 -0.60 1.55 0.13
H 1.522 -1.432 -0.503 0.19 1.37 0.69 0.06
H 1.040 1.785 -0.458 -0.65 -1.66 0.33 0.12
H -0.113 0.546 0.445 1.13 0.61 -0.86 0.04
H 0.080 -0.751 -2.109 -0.37 1.45 0.72 0.10
H 0.150 1.014 -2.621 -0.27 -1.15 1.32 0.12
H -2.073 0.540 -0.485 0.69 -0.02 -1.62 0.08
H -2.134 1.505 -2.049 0.94 -1.69 0.76 0.10
H -3.682 -0.184 -2.480 1.56 -0.70 0.51 0.10
H -2.871 -1.539 -1.562 0.65 1.36 -1.08 0.08
H -1.295 -0.553 -4.167 -0.87 -0.89 0.92 0.10
H -2.987 -1.206 -4.434 1.45 0.20 1.16 0.11
H -1.573 -3.047 -2.395 -0.28 0.71 -1.50 0.08
H -2.524 -3.427 -3.917 1.20 1.23 0.72 0.11
H -0.459 -4.181 -4.724 0.42 1.41 0.55 0.07
H -0.049 -2.381 -5.024 -0.16 -1.15 1.03 0.07
H 0.491 -3.253 -3.438 -0.79 0.25 -1.33 0.05
H -0.074 -3.073 3.617 1.10 0.93 -0.84 0.10
H -0.483 -4.134 1.639 0.97 1.76 -0.12 0.12
H 1.420 -5.022 0.652 0.06 1.77 0.10 0.08
H 0.955 -3.749 -0.584 0.66 -0.30 1.64 0.08
H 2.340 -3.342 0.543 -1.25 -0.98 0.10 0.07
H 0.016 1.909 4.513 1.32 -1.27 -0.30 0.14
H 1.714 1.154 4.973 -1.35 0.37 -1.51 0.15
H -0.249 6.095 1.554 1.03 -1.42 -0.20 0.10
H 1.193 5.710 0.483 -1.10 -0.96 1.13 0.11
H -0.339 4.666 0.398 1.11 0.62 1.05 0.08
H -2.247 0.165 1.800 1.22 0.50 1.42 0.11
H -0.995 1.428 2.166 -0.31 -1.30 0.83 0.10
H -3.740 1.346 3.054 1.70 -0.21 0.80 0.11
H -2.868 0.986 4.619 0.64 0.48 -1.35 0.07
H -1.304 3.238 3.285 -1.44 -0.33 0.29 0.04
H -2.508 3.409 4.663 0.12 -0.47 -1.56 0.08
H -3.117 3.547 2.906 1.39 -0.72 1.10 0.09
C -3.202 7.929 -2.087 -0.03 0.06 -0.15 -0.11
C -4.445 7.056 -1.980 0.02 0.04 0.14 -0.27
C -4.291 5.905 -0.984 -0.11 -0.07 -0.01 -0.23
C -3.198 4.887 -1.323 0.09 0.07 -0.02 -0.24
C -3.334 4.211 -2.688 0.04 -0.05 0.11 -0.27
C -4.605 3.386 -2.830 -0.03 -0.01 -0.16 -0.11
H -2.343 7.366 -2.459 -0.01 0.05 0.03 0.06
H -3.381 8.755 -2.782 0.09 -0.04 0.08 0.07
H -2.941 8.357 -1.115 0.02 -0.03 -0.05 0.07
H -4.712 6.673 -2.970 -0.01 -0.02 0.05 0.10
H -5.282 7.683 -1.657 0.02 -0.09 -0.05 0.11
H -5.253 5.389 -0.894 0.06 -0.01 0.01 0.10
H -4.079 6.320 0.008 -0.02 0.01 -0.05 0.11
H -3.192 4.115 -0.544 -0.01 -0.02 -0.03 0.10
H -2.217 5.374 -1.269 -0.03 0.02 0.00 0.09
H -2.473 3.549 -2.834 0.00 0.11 -0.04 0.09
H -3.288 4.953 -3.491 0.03 0.00 0.07 0.10
H -4.653 2.609 -2.060 -0.04 0.03 -0.01 0.07
H -4.629 2.895 -3.806 -0.07 -0.01 0.08 0.07
H -5.502 4.005 -2.750 0.05 -0.07 0.02 0.07
C 3.538 -6.681 -7.210 0.07 0.01 -0.15 -0.11
C 4.670 -5.998 -6.454 -0.04 -0.10 0.10 -0.27
C 4.227 -5.385 -5.124 0.11 0.08 0.04 -0.23
C 3.180 -4.272 -5.233 -0.07 -0.08 -0.08 -0.24
C 3.582 -3.079 -6.101 -0.09 0.02 0.13 -0.27
C 4.801 -2.333 -5.576 0.08 0.06 -0.15 -0.11
H 2.754 -5.973 -7.489 0.00 -0.06 0.02 0.07
H 3.918 -7.132 -8.130 -0.10 0.00 0.06 0.07
H 3.089 -7.474 -6.606 -0.02 0.06 -0.03 0.08
H 5.131 -5.238 -7.091 0.00 0.00 0.06 0.10
H 5.448 -6.741 -6.250 0.00 0.10 -0.01 0.11
H 5.111 -5.004 -4.602 -0.05 0.00 0.00 0.10
H 3.820 -6.179 -4.486 0.03 0.02 -0.05 0.11
H 2.953 -3.914 -4.222 0.00 0.01 -0.05 0.10
H 2.244 -4.689 -5.620 0.04 0.00 0.04 0.09
H 2.738 -2.381 -6.140 0.02 -0.08 -0.05 0.10
H 3.763 -3.399 -7.132 -0.03 -0.02 0.05 0.10
H 4.628 -1.969 -4.560 0.04 -0.04 -0.02 0.07
H 5.017 -1.470 -6.211 0.05 -0.03 0.09 0.07
H 5.691 -2.968 -5.568 -0.05 0.06 0.04 0.07
```
Positions in Å, forces in eV/Å.